Formula: C19H54F3O12SSn
Source: the Open Molecules 2025 dataset
Level of theory: ωB97M-V/def2-TZVPD

```
! RIJCOSX wB97M-V def2-TZVPD def2/J DEFGRID3
* xyz 1 1
Sn -16.9093 -19.3257 6.0477
C -18.4569 -14.9123 8.4487
F -17.8693 -15.0382 9.6362
F -19.4112 -14.0032 8.5478
F -17.5767 -14.5095 7.5321
S -19.2442 -16.5457 8.0427
O -19.9516 -16.8561 9.2394
O -20.0655 -16.2853 6.8761
O -18.1683 -17.5537 7.7814
C -20.9425 -17.9578 3.5765
C -19.5623 -17.3342 3.6129
O -18.8867 -17.4482 4.9001
H -21.2620 -17.7613 2.5509
H -21.5654 -17.4751 4.3262
H -20.9851 -19.0359 3.7342
H -19.6690 -16.2494 3.5426
H -18.8497 -17.6169 2.8403
H -19.2956 -16.8222 5.5416
C -23.1905 -11.2325 6.9288
C -23.1286 -12.7196 7.2301
O -22.3569 -12.9411 8.4019
H -22.3101 -10.7730 6.4726
H -23.6214 -10.6010 7.7067
H -23.9266 -10.9806 6.1468
H -22.7617 -13.2541 6.3479
H -24.1385 -13.0770 7.4282
H -21.4445 -12.8780 8.1025
C -13.8916 -17.7294 10.2880
C -14.5434 -16.9301 9.1762
O -15.5113 -17.7310 8.4948
H -14.5672 -17.8787 11.1306
H -12.9962 -17.1961 10.6149
H -13.5437 -18.7314 10.0276
H -13.7860 -16.4597 8.5481
H -15.0026 -16.0685 9.6707
H -16.3949 -17.5108 8.8191
C -19.9604 -13.7779 4.5135
C -19.5175 -12.8798 3.3615
O -19.4024 -13.7069 2.2053
H -20.3309 -13.2216 5.3799
H -19.1643 -14.4353 4.8697
H -20.7987 -14.4131 4.2198
H -18.5523 -12.4386 3.6224
H -20.2246 -12.0771 3.1666
H -18.4943 -13.9865 2.0726
C -16.7504 -10.4916 10.2370
C -17.9387 -11.3933 10.0255
O -19.1365 -10.5957 9.9294
H -15.8270 -11.0796 10.2707
H -16.7704 -9.9131 11.1611
H -16.6083 -9.7397 9.4588
H -18.1270 -12.1230 10.8123
H -17.8416 -11.9878 9.1096
H -19.1764 -10.3623 8.9975
C -23.5036 -18.7346 6.6471
C -23.8171 -17.3449 7.1856
O -22.7432 -16.8097 7.9534
H -24.3275 -18.9878 5.9707
H -23.4096 -19.4467 7.4650
H -22.6334 -18.8221 5.9924
H -24.7739 -17.3050 7.7007
H -23.9370 -16.6431 6.3464
H -22.0326 -16.6480 7.3236
C -20.6615 -13.1111 11.3730
C -21.9276 -13.9225 11.5550
O -21.9946 -15.0501 10.6892
H -20.6180 -12.7746 10.3369
H -19.7743 -13.7067 11.5818
H -20.7608 -12.1960 11.9590
H -22.8509 -13.3358 11.5218
H -21.9540 -14.4176 12.5301
H -21.9702 -14.7710 9.7665
C -18.6135 -17.9525 11.9914
C -19.2046 -18.1877 13.3622
O -20.5257 -17.6127 13.3780
H -19.2622 -18.4487 11.2639
H -17.5699 -18.2676 11.9680
H -18.7068 -16.9322 11.6145
H -18.6641 -17.6364 14.1370
H -19.3327 -19.2438 13.6092
H -20.7568 -17.4622 14.2981
C -15.1796 -10.6645 6.7689
C -15.3842 -11.7365 5.7265
O -14.2762 -11.7615 4.8102
H -16.0029 -10.6699 7.4777
H -15.1779 -9.7220 6.2177
H -14.1936 -10.7649 7.2193
H -16.2435 -11.5112 5.0832
H -15.5123 -12.7441 6.1368
H -14.2788 -12.6008 4.3454
*
```

Summary:
E_tot: -69954.8342 eV
Frontier orbital gap: 2.68 eV
F_max: 3.993 eV/A
HOMO: -10.58 eV
LUMO: -7.90 eV

***

Formula: C19H55N7O8
Source: the Open Molecules 2025 dataset
Level of theory: ωB97M-V/def2-TZVPD

```
! RIJCOSX wB97M-V def2-TZVPD def2/J DEFGRID3
* xyz 0 1
C 4.6019 -4.0154 0.9019
O 4.9105 -2.8710 0.0412
C 3.8221 -2.3975 -0.6951
C 4.3824 -1.4360 -1.7624
C 4.9449 -0.2550 -1.0367
N 3.2896 -0.9224 -2.5504
H 4.5115 -4.8835 0.2490
H 3.6999 -3.9079 1.5045
H 5.4607 -4.1265 1.5638
H 3.3042 -3.1725 -1.2601
H 3.0866 -1.9051 -0.0590
H 5.0394 -1.9487 -2.4649
H 5.6205 -0.5872 -0.2484
H 4.2036 0.3893 -0.5640
H 5.5494 0.3603 -1.7031
H 3.4782 -0.5761 -3.4802
H 2.5838 -1.6268 -2.7109
N -1.0459 -2.0019 2.6872
C -2.2455 -1.5434 2.9025
N -2.8037 -2.1242 3.9348
O -2.7572 -0.6199 2.2655
H -0.6591 -1.4923 1.9057
H -0.6011 -2.7740 3.1627
H -2.3026 -2.8864 4.3685
H -3.7625 -1.9362 4.1908
N 0.6339 -4.2825 -0.6967
C 0.2377 -5.2409 0.0669
N -0.3007 -4.8195 1.1737
O 0.2185 -6.3911 -0.3630
H 0.5723 -3.3100 -0.4312
H 1.0213 -4.5026 -1.6032
H -0.0820 -3.8421 1.3045
H -0.6435 -5.4847 1.8520
N -0.9898 0.4370 0.1317
C -0.0621 -0.3589 -0.2897
N 0.8535 0.2902 -0.9619
O 0.0584 -1.5213 0.1577
H -1.5585 0.0621 0.8775
H -1.0579 1.3906 -0.1941
H 0.7409 1.2894 -1.0561
H 1.7199 -0.1812 -1.1792
C -5.1260 3.3920 3.5627
C -3.9879 2.3258 3.3447
C -3.6839 1.5137 4.6167
O -4.4243 1.5025 2.3237
H -5.4042 3.9567 2.6728
H -4.8800 4.1415 4.3149
H -5.9587 2.8120 3.9604
H -3.0116 2.7079 3.0464
H -4.5607 1.0224 5.0386
H -3.3031 2.0729 5.4713
H -2.9560 0.7123 4.4902
H -3.6816 0.9176 2.1570
C 0.2527 -0.4313 -4.3517
C -1.0822 -1.0711 -3.9542
C -2.1092 -0.5183 -4.9238
O -0.8886 -2.5014 -4.1875
H 0.6578 -0.8545 -5.2709
H 0.9420 -0.5638 -3.5178
H 0.1571 0.6144 -4.6442
H -1.3029 -0.8775 -2.9045
H -2.0296 0.5432 -5.1582
H -3.1391 -0.7823 -4.6835
H -1.7866 -0.8481 -5.9114
H -1.6607 -2.9918 -3.8959
C 2.2648 2.7390 1.6825
C 0.9439 2.9451 2.4371
C 0.5949 1.8272 3.3966
O 1.0743 4.1607 3.0052
H 3.0378 2.7510 2.4509
H 2.4316 3.5982 1.0328
H 2.4771 1.8806 1.0452
H 0.1080 3.0630 1.7475
H 1.3422 1.3885 4.0577
H 0.2844 0.9667 2.8040
H -0.2537 2.0797 4.0323
H 0.9649 4.7001 2.2186
C 0.1927 3.3903 -3.3299
C -0.9407 3.3841 -2.2975
C -2.0171 2.2626 -2.5952
O -0.4098 3.1624 -1.0511
H -0.1912 3.3816 -4.3500
H 0.7929 2.4916 -3.1879
H 0.8087 4.2891 -3.3596
H -1.3850 4.3793 -2.3155
H -2.8556 2.3788 -1.9084
H -1.6307 1.2438 -2.5676
H -2.3358 2.4563 -3.6194
H -0.0050 4.0108 -0.8563
*
```

Summary:
SMILES: COC[C@H](C)N.NC(N)=O.NC(N)=O.NC(N)=O.CC(C)O.CC(C)O.CC(C)O.CC(C)O
E_tot: -47406.3049 eV
Frontier orbital gap: 9.15 eV
F_max: 5.071 eV/A
HOMO: -9.10 eV
LUMO: 0.05 eV

***

Formula: C19H56N13O10
Source: the Open Molecules 2025 dataset
Level of theory: ωB97M-V/def2-TZVPD

```
! RIJCOSX wB97M-V def2-TZVPD def2/J DEFGRID3
* xyz -2 2
C 0.0166 0.0084 -0.7803
C 0.9357 0.4934 -1.8382
O 0.4969 0.3352 -2.9661
O 1.8932 1.2516 -1.4934
H -1.0176 0.2931 -0.9737
H 0.3730 0.4554 0.1477
H 0.0199 -1.0814 -0.7588
C 0.7592 -4.5672 4.1325
C -0.4579 -4.7567 3.2157
C -0.2880 -4.3330 1.7056
O -1.4075 -4.8907 0.9365
C -1.2048 -4.7001 -0.5422
N -0.8037 -6.1234 3.4033
H 0.6586 -5.2079 5.0086
H 0.9980 -3.6135 4.6032
H 1.6124 -4.9954 3.6065
H -1.3328 -4.2519 3.6253
H 0.6703 -4.7923 1.4630
H -0.2411 -3.2550 1.5517
H -0.7923 -3.7326 -0.8285
H -2.1538 -4.8660 -1.0521
H -0.5811 -5.5364 -0.8579
H -1.5385 -6.2254 2.7179
H -1.2878 -6.2487 4.2809
C -4.2256 -0.0227 1.7142
C -4.4260 -0.5156 0.3229
C -3.5570 -1.7260 0.0203
O -3.7597 -2.2309 -1.2979
C -2.9993 -1.6094 -2.3358
N -5.7690 -0.9911 0.3404
H -3.1993 0.3382 1.7808
H -4.4118 -0.7876 2.4680
H -4.7566 0.9147 1.8798
H -4.2222 0.1803 -0.4908
H -3.8519 -2.5142 0.7130
H -2.5165 -1.4467 0.1860
H -3.6523 -1.7674 -3.1941
H -2.0487 -2.0964 -2.5534
H -2.9135 -0.5273 -2.2372
H -6.3307 -0.1532 0.2901
H -5.8547 -1.4703 -0.5445
C 1.5546 1.6270 2.4469
C 1.1095 1.1809 3.8585
C 0.3215 2.1925 4.6031
O 0.3401 1.9496 5.9900
C -0.4723 2.8816 6.6867
N 0.3787 -0.0363 3.7026
H 1.8091 0.8029 1.7805
H 2.4711 2.2168 2.4644
H 0.8228 2.2650 1.9513
H 1.9846 0.9768 4.4756
H -0.6842 2.3024 4.1972
H 0.7169 3.1934 4.4304
H -0.2556 3.9351 6.5099
H -0.4698 2.7887 7.7727
H -1.5072 2.7249 6.3823
H 1.1257 -0.7003 3.5571
H -0.0941 -0.1397 4.5891
C -1.0357 -1.3821 -6.1318
O -1.5483 -1.3268 -7.2307
N -0.6732 -2.5064 -5.5616
N -0.6804 -0.2970 -5.4403
H -0.7037 -3.3673 -6.0889
H -0.2130 -2.2946 -4.6879
H -0.3385 -0.3300 -4.4905
H -0.8077 0.5898 -5.9064
C -0.2250 4.5891 0.5124
O 0.6091 4.6882 1.3803
N -0.1805 3.6222 -0.4082
N -1.3283 5.2666 0.5317
H -0.9216 3.6396 -1.0942
H 0.4494 2.8577 -0.2110
H -1.4517 5.9364 1.2775
H -1.8095 5.3980 -0.3465
C 4.3393 -1.5018 -2.5037
O 5.3058 -2.1288 -2.8663
N 3.2957 -1.3754 -3.2904
N 4.1946 -1.0161 -1.3099
H 2.5506 -0.7041 -3.1709
H 3.2576 -2.0434 -4.0470
H 4.8583 -1.0125 -0.5485
H 3.3694 -0.4471 -1.4331
C 4.6730 3.5230 -0.4577
O 5.6130 4.3013 -0.5557
N 4.7601 2.2511 -0.7499
N 3.4748 3.8229 -0.1205
H 3.9953 1.5916 -0.7646
H 5.6924 1.9095 -0.9349
H 3.1690 4.6846 0.3085
H 2.8585 3.0718 -0.3963
C 1.1032 3.7367 -4.5913
O 0.9747 4.7131 -5.3120
N 1.9800 3.7139 -3.5774
N 0.4480 2.6404 -4.6590
H 2.7420 4.3752 -3.6235
H 1.9472 2.9413 -2.9277
H 0.5075 1.9313 -3.9422
H -0.2349 2.5422 -5.3967
*
```

Summary:
E_tot: -60459.2211 eV
Frontier orbital gap (alpha / beta): 1.72 / 8.90 eV
F_max: 5.053 eV/A
HOMO (alpha / beta): 2.30 / -5.01 eV
LUMO (alpha / beta): 4.02 / 3.89 eV